No. 1
17
Properties=species:S:1:pos:R:3 method="wB97M-V/def2-TZVPD" spin_multiplicity=1 charge=0 de_lowest_kj_mol=26.8 orbital_gap_ev=10.43 smiles="O[C@@H]1C=CCCC1"
O 1.843 -1.110 1.027
C 1.212 -0.549 -0.119
C 1.012 0.936 0.052
C -0.125 1.578 -0.208
C -1.426 0.835 -0.343
C -1.239 -0.506 0.371
C -0.124 -1.271 -0.335
H 2.578 -0.535 1.250
H 1.851 -0.718 -1.004
H 1.813 1.498 0.515
H -0.145 2.664 -0.148
H -1.745 0.685 -1.383
H -2.202 1.438 0.139
H -0.899 -0.296 1.393
H -2.166 -1.081 0.438
H -0.016 -2.296 0.033
H -0.345 -1.329 -1.411



No. 2
162
Properties=species:S:1:pos:R:3 method="wB97M-V/def2-TZVPD" spin_multiplicity=1 charge=0 de_lowest_kj_mol=132.9 orbital_gap_ev=9.73
C 4.052 -1.013 -3.753
C 2.630 -1.576 -3.470
O 2.767 -2.709 -2.508
H 4.584 -0.871 -2.818
H 3.873 -0.071 -4.299
H 4.579 -1.670 -4.449
H 2.250 -2.034 -4.361
H 1.960 -0.777 -3.155
H 3.065 -2.313 -1.632
C -4.396 1.209 -5.287
C -5.860 1.361 -4.943
O -6.152 2.668 -4.598
H -4.236 1.915 -6.066
H -4.097 0.162 -5.604
H -3.716 1.476 -4.524
H -6.077 0.672 -4.099
H -6.497 1.044 -5.762
H -6.316 3.257 -5.328
C -4.673 2.632 -1.427
C -3.309 3.108 -0.930
O -2.967 2.609 0.397
H -4.803 3.078 -2.397
H -5.324 3.073 -0.700
H -4.751 1.566 -1.447
H -3.215 4.214 -0.856
H -2.511 2.675 -1.614
H -3.649 2.953 0.992
C 2.389 -6.314 -3.216
C 1.001 -5.707 -3.602
O 0.560 -4.815 -2.605
H 3.175 -5.547 -3.303
H 2.646 -7.136 -3.909
H 2.284 -6.700 -2.179
H 0.268 -6.576 -3.706
H 1.114 -5.197 -4.558
H 0.925 -3.925 -2.713
C -3.310 0.655 4.755
C -2.070 -0.133 4.450
O -0.978 0.745 4.128
H -3.654 1.281 3.887
H -3.090 1.392 5.517
H -4.120 -0.054 5.004
H -2.300 -0.739 3.584
H -1.877 -0.863 5.200
H -0.188 0.193 4.228
C -0.909 1.334 -5.516
C -0.868 1.684 -4.081
O 0.215 1.242 -3.364
H -0.837 0.280 -5.785
H -0.151 1.833 -6.121
H -1.843 1.732 -5.894
H -1.738 1.188 -3.616
H -1.068 2.807 -4.037
H 1.055 1.560 -3.760
C -4.097 -2.069 0.613
C -4.010 -0.573 0.649
O -2.820 -0.138 -0.030
H -4.665 -2.582 1.393
H -3.105 -2.444 0.759
H -4.591 -2.446 -0.272
H -3.879 -0.219 1.695
H -4.868 -0.017 0.216
H -2.713 0.754 0.224
C 1.609 1.935 7.928
C 2.918 1.885 7.176
O 2.750 1.995 5.743
H 0.751 1.364 7.472
H 1.304 2.979 8.100
H 1.723 1.439 8.902
H 3.500 0.976 7.322
H 3.534 2.745 7.448
H 2.049 2.567 5.453
C 1.370 -4.561 0.748
C 0.014 -4.340 1.451
O -0.942 -3.530 0.687
H 1.132 -4.623 -0.287
H 1.984 -5.427 1.049
H 2.049 -3.740 0.974
H 0.061 -3.812 2.415
H -0.490 -5.277 1.729
H -1.052 -4.005 -0.176
C -2.011 4.664 3.832
C -0.550 4.210 3.664
O -0.113 3.475 4.845
H -2.637 3.821 4.169
H -2.489 5.081 2.921
H -2.042 5.448 4.583
H 0.136 5.064 3.549
H -0.496 3.622 2.775
H -0.416 2.581 4.678
C 5.104 2.082 -0.829
C 3.783 2.529 -0.187
O 3.654 3.940 -0.288
H 5.916 2.325 -0.153
H 5.161 2.482 -1.801
H 4.962 0.980 -0.977
H 3.809 2.299 0.902
H 2.876 2.084 -0.617
H 4.392 4.347 0.240
C -4.280 -3.621 4.660
C -3.149 -4.340 3.857
O -3.760 -5.570 3.391
H -4.757 -4.246 5.406
H -4.982 -3.245 3.956
H -3.786 -2.724 5.143
H -2.307 -4.578 4.518
H -2.883 -3.850 2.966
H -3.090 -5.970 2.835
C 0.284 4.451 -2.058
C 1.127 5.448 -2.837
O 2.544 5.105 -2.874
H -0.772 4.733 -2.255
H 0.363 4.502 -0.996
H 0.382 3.483 -2.473
H 1.033 6.455 -2.479
H 0.925 5.426 -3.905
H 2.890 4.976 -1.965
C 3.509 2.619 -6.357
C 3.849 2.535 -4.880
O 2.712 2.640 -4.035
H 4.270 2.185 -6.953
H 3.355 3.658 -6.735
H 2.656 2.010 -6.581
H 4.642 3.280 -4.675
H 4.312 1.593 -4.753
H 2.673 3.580 -3.669
C 0.392 -0.828 -0.366
C 0.610 -0.746 1.111
O 1.998 -0.620 1.371
H -0.702 -0.840 -0.648
H 0.947 -1.676 -0.751
H 0.747 0.012 -0.873
H 0.208 -1.622 1.613
H 0.101 0.135 1.529
H 2.196 -0.608 2.332
C -2.198 -2.775 -2.535
C -2.416 -1.430 -3.213
O -3.412 -0.639 -2.617
H -3.081 -3.204 -2.060
H -1.414 -2.632 -1.788
H -1.853 -3.499 -3.269
H -2.701 -1.592 -4.193
H -1.395 -0.903 -3.149
H -3.074 -0.296 -1.775
C 0.923 -2.685 5.593
C 1.560 -1.359 5.962
O 1.528 -0.481 4.816
H -0.109 -2.449 5.300
H 0.898 -3.161 6.602
H 1.508 -3.141 4.744
H 2.589 -1.619 6.248
H 1.066 -0.927 6.770
H 1.927 0.383 5.006
C 5.296 -1.012 1.473
C 4.776 -1.817 0.309
O 3.789 -1.136 -0.532
H 6.129 -1.477 2.013
H 4.491 -0.882 2.257
H 5.538 -0.058 1.131
H 4.331 -2.709 0.731
H 5.554 -2.116 -0.335
H 3.092 -0.854 0.098



No. 3
14
Properties=species:S:1:pos:R:3 method="wB97M-V/def2-TZVPD" spin_multiplicity=3 charge=+3 de_lowest_kj_mol=0.0 orbital_gap_ev="9.88 / 6.51"
C -3.849 1.316 0.032
C -2.678 1.600 0.145
H -4.862 0.972 -0.106
H -0.310 1.210 -0.075
H -2.115 2.458 0.532
Au 2.547 1.957 -0.215
O 2.618 0.180 -0.020
C 1.390 0.073 -0.115
O 0.735 1.223 -0.141
O 0.690 -0.995 -0.132
C 1.355 -2.274 0.002
H 0.552 -3.012 -0.024
H 2.040 -2.407 -0.841
H 1.887 -2.301 0.958



No. 4
104
Properties=species:S:1:pos:R:3 method="wB97M-V/def2-TZVPD" spin_multiplicity=1 charge=-2 de_lowest_kj_mol=0.0 orbital_gap_ev=4.68
Rb 1.842 -1.039 0.206
C -11.108 4.252 5.898
O -9.844 4.182 6.507
C -8.809 3.688 5.749
C -7.557 3.677 6.365
C -6.457 3.195 5.696
C -6.561 2.700 4.382
C -7.817 2.741 3.777
C -8.932 3.229 4.449
C -5.377 2.182 3.733
N -4.173 2.212 4.258
C -3.343 1.634 3.344
C -4.056 1.217 2.213
N -5.352 1.587 2.480
C -3.480 0.566 1.121
C -4.167 0.266 -0.107
C -3.557 -0.446 -1.058
C -2.189 -1.045 -0.777
N -1.407 -0.278 0.183
C -2.063 0.329 1.136
C -1.295 0.804 2.307
N 0.020 0.544 2.329
C 0.724 0.868 3.397
C 0.184 1.507 4.516
C -1.159 1.796 4.516
C -1.936 1.428 3.408
H -11.779 4.686 6.637
H -11.478 3.260 5.616
H -11.095 4.892 5.009
H -7.487 4.062 7.374
H -5.483 3.183 6.163
H -7.945 2.398 2.757
H -9.887 3.252 3.942
H -6.144 1.431 1.887
H -5.164 0.669 -0.271
H -4.009 -0.631 -2.026
H -2.344 -2.046 -0.320
H 1.775 0.593 3.390
H 0.824 1.753 5.354
H -1.642 2.287 5.351
C 0.717 2.386 -1.054
N 0.552 1.433 -2.139
C 1.270 1.879 -3.316
C -0.857 1.136 -2.406
C -1.038 -0.269 -2.937
C -0.734 -0.559 -4.266
C -0.795 -1.850 -4.769
C -1.197 -2.881 -3.932
C -1.568 -2.588 -2.629
C -1.511 -1.295 -2.112
H 0.315 3.385 -1.301
H 1.782 2.490 -0.840
H 0.220 2.008 -0.159
H 0.793 2.760 -3.788
H 1.333 1.080 -4.052
H 2.288 2.150 -3.039
H -1.293 1.863 -3.117
H -1.386 1.217 -1.460
H -0.491 0.253 -4.940
H -0.524 -2.045 -5.800
H -1.247 -3.901 -4.292
H -1.936 -3.384 -1.991
I 5.467 -4.535 2.603
C 4.942 -4.739 0.574
C 5.623 -5.648 -0.215
C 5.261 -5.828 -1.532
I 6.334 -7.287 -2.645
C 4.193 -5.115 -2.103
C 3.733 -5.269 -3.429
C 2.669 -4.535 -3.874
C 2.053 -3.637 -2.989
N 2.444 -3.470 -1.749
C 3.492 -4.175 -1.284
C 3.850 -3.947 0.121
O 3.221 -3.144 0.843
H 6.431 -6.228 0.208
H 4.223 -5.980 -4.081
H 2.299 -4.635 -4.887
H 1.206 -3.040 -3.306
Cl 4.328 -1.704 -7.181
C 4.440 -0.870 -5.650
C 3.515 -1.150 -4.660
C 3.597 -0.474 -3.452
C 4.573 0.489 -3.247
C 5.497 0.746 -4.253
C 5.440 0.070 -5.462
C 4.644 1.265 -1.932
O 5.256 2.350 -1.952
O 4.094 0.726 -0.934
H 2.747 -1.890 -4.835
H 2.882 -0.675 -2.664
H 6.254 1.499 -4.078
H 6.157 0.265 -6.247
S 4.229 -0.316 4.155
C 5.115 -0.147 2.755
N 4.890 0.979 1.970
C 5.668 1.303 0.924
C 6.728 0.484 0.618
C 6.846 -0.692 1.358
N 6.100 -0.988 2.399
H 4.084 1.535 2.210
H 5.514 2.258 0.449
H 7.384 0.719 -0.204
H 7.612 -1.422 1.107



No. 5
21
Properties=species:S:1:pos:R:3 method="wB97M-V/def2-TZVPD" spin_multiplicity=1 charge=+2 de_lowest_kj_mol=338.7 orbital_gap_ev=10.78
C -0.733 -1.790 -0.320
C 0.369 -1.046 0.427
C 0.635 0.335 -0.069
C 1.203 2.404 1.108
N 0.588 1.246 0.989
N -0.170 -2.405 -1.544
H -0.976 -2.666 0.427
H -1.640 -1.341 -0.669
H -0.004 -1.102 1.384
H 1.217 -1.575 0.627
H 1.584 0.536 -0.679
H -0.155 0.592 -0.859
H 2.068 2.727 0.514
H 0.923 3.025 2.016
H -0.252 1.046 1.789
H -0.899 -2.496 -2.189
H 0.432 -3.357 -1.339
H 0.489 -1.668 -1.994
H -1.245 2.853 -0.594
H -2.089 2.408 0.704
O -1.344 2.276 0.273



No. 6
55
Properties=species:S:1:pos:R:3 method="wB97M-V/def2-TZVPD" spin_multiplicity=1 charge=0 de_lowest_kj_mol=252.7 orbital_gap_ev=8.19 smiles="COc1ccc(NCc2nnc(SCC(=O)NNC(=O)c3ccc(C)cc3)n2C)cc1"
C 0.783 2.154 -3.784
O -0.415 2.336 -3.073
C -0.869 1.299 -2.301
C -0.211 0.092 -2.114
C -0.771 -0.900 -1.325
C -1.998 -0.709 -0.701
N -2.577 -1.673 0.119
C -2.360 -3.084 -0.145
C -1.062 -3.559 0.408
N -0.126 -4.167 -0.271
N 0.890 -4.436 0.554
C 0.562 -3.984 1.733
S 1.596 -4.006 3.143
C 3.144 -3.613 2.274
C 3.094 -2.304 1.504
O 3.857 -2.053 0.593
N 2.161 -1.430 1.921
N 1.963 -0.219 1.270
C 0.824 0.472 1.531
O 0.041 0.051 2.374
C 0.641 1.743 0.805
C 1.612 2.325 -0.010
C 1.352 3.519 -0.650
C 0.127 4.163 -0.508
C -0.164 5.418 -1.266
C -0.827 3.593 0.326
C -0.575 2.402 0.974
N -0.679 -3.417 1.710
C -1.374 -2.765 2.783
C -2.646 0.516 -0.881
C -2.094 1.500 -1.667
H 0.941 3.078 -4.339
H 0.711 1.319 -4.488
H 1.630 1.988 -3.111
H 0.740 -0.105 -2.584
H -0.243 -1.834 -1.216
H -3.532 -1.448 0.355
H -3.170 -3.650 0.327
H -2.353 -3.314 -1.219
H 3.364 -4.420 1.574
H 3.924 -3.569 3.035
H 1.492 -1.588 2.669
H 2.576 -0.093 0.476
H 2.580 1.865 -0.140
H 2.111 3.963 -1.279
H 0.738 6.009 -1.409
H -0.555 5.152 -2.249
H -0.910 6.021 -0.755
H -1.778 4.087 0.463
H -1.314 1.953 1.619
H -0.979 -3.126 3.732
H -2.437 -2.991 2.720
H -1.231 -1.683 2.714
H -3.600 0.687 -0.402
H -2.604 2.438 -1.819



Among the records above, which one has the highest charge?
C4H6AuO3